No. 1
C25H72F3N6O9S | the ωB97M-V functional and the def2-TZVPD basis

## Properties
M = 689.9 g mol⁻¹
gap between HOMO and LUMO = 9.577 eV
ΔE to the lowest compared entry with this formula, charge and spin = 8.98 kcal per mole
net charge = +5

Atoms and positions in Å:
C -3.7893 0.7879 3.5670
C -4.7486 1.5608 2.6191
C -5.5176 2.7684 3.2339
O -4.5612 3.6883 3.7338
C -5.1745 4.7001 4.4583
N -3.8893 2.1828 1.4897
H -4.4596 2.7409 0.8434
H -3.3440 2.8538 2.0316
H -3.2442 1.6260 0.9114
H -4.3744 0.4700 4.4469
H -3.0713 1.5589 3.8418
H -3.2205 -0.0169 3.1000
H -5.5636 1.0056 2.2190
H -6.1103 2.3189 4.0626
H -6.2474 3.2230 2.5413
H -5.6106 4.3166 5.3772
H -5.9975 5.1002 3.8582
H -4.4832 5.4966 4.6893
C -1.7066 -8.3295 3.3792
C -2.3298 -8.4592 1.9420
C -1.3559 -8.7187 0.8052
O -2.0970 -9.1400 -0.2876
C -2.4147 -8.0784 -1.0936
N -3.4280 -9.5522 1.7597
H -3.5837 -9.5954 0.7465
H -3.1054 -10.4766 2.0399
H -4.2497 -9.3140 2.3080
H -1.3473 -9.2738 3.8094
H -2.3871 -7.8213 4.0757
H -0.7913 -7.7520 3.3370
H -2.8872 -7.5499 1.8162
H -0.6567 -9.5152 0.9927
H -0.7128 -7.8681 0.5858
H -2.8497 -7.2311 -0.5768
H -3.1111 -8.3767 -1.9136
H -1.5392 -7.6161 -1.5632
C -6.7012 0.8178 -4.1553
C -6.1068 0.8648 -2.8508
C -6.5180 -0.2722 -1.9378
O -5.6836 -0.2727 -0.7701
C -5.9686 -1.2334 0.1732
N -4.5570 0.7034 -2.9250
H -4.1612 0.7915 -2.0063
H -4.3302 -0.2142 -3.3054
H -4.1247 1.3899 -3.5451
H -7.7954 0.9380 -4.0771
H -6.5311 -0.1066 -4.7266
H -6.4608 1.6624 -4.8259
H -6.2313 1.8844 -2.4534
H -6.5962 -1.2368 -2.4725
H -7.5034 -0.0695 -1.5605
H -5.8032 -2.2355 -0.1651
H -6.9759 -1.0313 0.6172
H -5.2213 -1.1016 0.9417
C 4.1277 4.0664 -4.6640
C 3.2117 3.7110 -5.7874
C 3.1572 2.2971 -6.2438
O 2.4460 1.4194 -5.4388
C 1.5434 0.5760 -6.1204
N 1.7896 4.1153 -5.2739
H 1.4991 3.4566 -4.5774
H 1.8955 5.0174 -4.8537
H 1.0866 4.1098 -5.9875
H 3.9217 3.4425 -3.8100
H 4.0909 5.1266 -4.5024
H 5.1830 3.9518 -4.9309
H 3.4388 4.3570 -6.5965
H 4.1101 1.8422 -6.5201
H 2.5590 2.3717 -7.1764
H 2.1797 0.1920 -6.9131
H 0.7150 1.0989 -6.6469
H 1.1562 -0.2914 -5.5601
C 8.8357 -1.4023 -0.0377
C 8.8868 -2.6076 -0.9662
C 7.5653 -3.3147 -1.1406
O 6.7715 -2.4152 -1.8973
C 5.4652 -2.9114 -2.2150
N 9.2615 -2.1801 -2.4245
H 9.7611 -2.8274 -3.0411
H 8.3147 -1.9954 -2.8809
H 9.7761 -1.3503 -2.4777
H 8.5998 -1.7256 0.9469
H 8.1209 -0.6374 -0.2350
H 9.8069 -0.9621 0.1502
H 9.6605 -3.3489 -0.6267
H 7.1518 -3.4796 -0.1585
H 7.6322 -4.2315 -1.7187
H 4.8820 -3.1227 -1.3099
H 5.6599 -3.8536 -2.7432
H 4.9786 -2.1507 -2.8272
C 3.5309 6.3519 4.0303
C 2.9034 5.0194 3.7914
C 3.0468 4.0145 4.9315
O 2.0457 4.3059 5.9091
C 2.2700 3.8055 7.2365
N 1.3952 5.2915 3.4871
H 0.9470 5.5966 4.3641
H 1.2870 6.1099 2.8742
H 0.8671 4.5298 3.0624
H 4.6004 6.2986 4.1049
H 3.1271 6.8146 4.9525
H 3.3319 7.0601 3.2533
H 3.2546 4.4630 2.8985
H 4.0341 3.9900 5.4255
H 2.7865 3.0421 4.5452
H 1.5002 4.2539 7.8951
H 3.2880 4.0052 7.5940
H 2.0704 2.7700 7.0574
C -0.1815 0.9424 0.4927
F 0.9205 1.2352 1.1605
F 0.1129 -0.0246 -0.3720
F -1.1260 0.4985 1.4200
S -0.8490 2.3937 -0.4055
O -0.7999 3.4409 0.5219
O -0.1522 2.5445 -1.5999
O -2.2228 1.9110 -0.5668

No. 2
C25H72O17S11 | the ωB97M-V functional and the def2-TZVPD basis

## Properties
M = 997.6 g mol⁻¹
gap between HOMO and LUMO = 8.050 eV
ΔE to the lowest compared entry with this formula, charge and spin = 0.00 kcal per mole
net charge = 0

Atoms and positions in Å:
O 1.2948 -19.0162 -27.9539
S 0.2356 -19.0295 -26.9854
O -0.9940 -19.7260 -27.2181
O 0.8364 -19.4927 -25.5265
C -0.0218 -20.3152 -24.7230
C -1.2819 -19.6746 -24.1360
C -0.0477 -17.3333 -26.3966
H 0.5965 -20.7964 -23.9663
H -0.3482 -21.1703 -25.3198
H -1.0464 -18.9309 -23.3731
H -1.8304 -20.4805 -23.6480
H -1.9146 -19.2298 -24.9005
H 0.6876 -16.6354 -26.7909
H -0.1840 -17.2945 -25.3212
H -0.9923 -16.9255 -26.7733
O 4.1130 -16.6187 -26.5394
S 4.8798 -15.3992 -26.3718
O 4.9586 -14.3733 -27.4036
O 4.2799 -14.6930 -25.0193
C 4.5818 -13.3177 -24.7784
C 3.5529 -12.8023 -23.7759
C 6.5763 -15.6750 -25.8163
H 4.3954 -12.7354 -25.6828
H 5.6215 -13.1373 -24.4987
H 2.5834 -13.2366 -24.0290
H 3.4796 -11.7271 -23.9350
H 3.6529 -13.0259 -22.7149
H 6.5508 -16.2481 -24.8952
H 7.1536 -14.7674 -25.9509
H 6.9371 -16.3649 -26.5858
O -3.7678 -11.8050 -27.5671
S -2.7107 -12.7726 -27.5562
O -1.5022 -12.4926 -28.2955
O -2.3326 -12.9856 -25.9966
C -1.1586 -13.7524 -25.7039
C -1.2671 -14.5201 -24.4080
C -3.4867 -14.3473 -27.9896
H -0.3646 -13.0019 -25.6968
H -1.0214 -14.4805 -26.5097
H -1.8024 -15.4528 -24.5927
H -1.8589 -13.9830 -23.6650
H -0.2815 -14.7038 -23.9839
H -3.8773 -14.1965 -28.9912
H -4.2768 -14.5051 -27.2578
H -2.7845 -15.1717 -27.8870
C 3.9144 -11.0842 -28.2148
S 3.7164 -9.3223 -27.7279
O 2.3491 -8.8741 -28.1703
C 3.7597 -9.5514 -25.8786
H 4.1478 -11.0438 -29.2792
H 2.9568 -11.5888 -28.0853
H 4.7173 -11.6774 -27.7771
H 3.6062 -8.5372 -25.5145
H 4.6987 -9.9743 -25.5278
H 2.9180 -10.1687 -25.5648
C 1.4160 -14.2111 -28.6596
S 0.5242 -15.4507 -29.6297
O -0.8902 -15.0368 -30.0179
C 1.4917 -15.4631 -31.1679
H 0.6890 -13.7339 -27.9965
H 1.7333 -13.3685 -29.2785
H 2.2327 -14.5369 -28.0179
H 2.4441 -15.9752 -30.9937
H 1.7654 -14.4499 -31.4658
H 1.0295 -16.0516 -31.9608
C 2.4327 -15.8690 -35.2125
S 2.8358 -14.5685 -36.4123
O 2.2225 -14.9040 -37.7488
C 1.7258 -13.3573 -35.6655
H 3.0287 -16.7682 -35.3676
H 1.3807 -16.1330 -35.3184
H 2.6947 -15.4911 -34.2227
H 0.6831 -13.6809 -35.6872
H 1.7821 -12.4731 -36.2999
H 1.9850 -13.1051 -34.6368
C -3.6248 -14.7925 -32.8158
S -2.0095 -15.5637 -33.2062
O -2.0528 -16.0947 -34.6033
C -0.9749 -14.0482 -33.0257
H -3.4936 -14.1879 -31.9124
H -4.4339 -15.4691 -32.5471
H -3.9571 -14.0989 -33.5894
H -1.0112 -13.7012 -31.9960
H -1.5406 -13.3152 -33.6119
H 0.0197 -14.0886 -33.4581
C 1.6215 -20.4290 -32.8894
S 0.7954 -18.8903 -32.4218
O 1.7509 -17.8026 -32.9262
C -0.6075 -18.9169 -33.5533
H 2.4399 -20.6277 -32.1997
H 2.0078 -20.3358 -33.9040
H 0.9448 -21.2826 -32.8341
H -1.3869 -18.2486 -33.2012
H -0.9641 -19.9474 -33.5087
H -0.2948 -18.6942 -34.5718
C 4.3585 -18.3745 -32.3610
S 5.2305 -17.8507 -30.8389
O 5.0484 -16.3444 -30.7354
C 4.0246 -18.5554 -29.7239
H 3.7179 -17.5646 -32.7070
H 3.8378 -19.3202 -32.2615
H 5.1399 -18.4591 -33.1190
H 3.6600 -19.4960 -30.1297
H 3.1862 -17.8853 -29.5343
H 4.4749 -18.7366 -28.7475
C 6.2576 -13.6523 -33.4348
S 5.3241 -12.4332 -32.4296
O 4.0179 -12.2461 -33.1857
C 4.8784 -13.4915 -31.0601
H 5.6592 -14.5406 -33.6505
H 7.1475 -14.0343 -32.9334
H 6.4801 -13.2191 -34.4081
H 4.1017 -12.9236 -30.5454
H 5.7789 -13.6069 -30.4604
H 4.3869 -14.4024 -31.3861
C -3.9693 -19.2156 -28.9701
S -2.5616 -19.4473 -30.0875
O -3.0186 -19.8291 -31.4796
C -2.0437 -17.6674 -30.1542
H -4.5833 -20.1147 -28.9205
H -4.6578 -18.4209 -29.2648
H -3.5883 -18.9850 -27.9751
H -2.5131 -17.1681 -30.9992
H -0.9862 -17.7491 -30.4196
H -2.0319 -17.1266 -29.2102